The following is a DFT calculation (ωB97M-V/def2-TZVPD) of 5 unconnected molecules or ions with the total composition C27H62FO6S2 at a distorted geometry.

Geometry as XYZ:
```
98
Properties=species:S:1:pos:R:3:forces:R:3
C -2.386 -0.970 -1.229 0.2613 0.6006 0.8415
C -0.893 -1.185 -1.336 -0.0962 -0.1128 0.1860
C -0.256 -2.070 -0.283 0.0195 -0.2365 -0.7353
C -0.189 -0.585 -2.306 0.1436 0.0468 0.2202
C 0.955 -1.174 -3.092 0.1419 0.7771 0.5635
C 2.246 -0.338 -3.195 0.2362 -0.7928 -0.1926
C 3.344 -0.661 -2.170 -0.0088 0.2090 -0.0725
C 3.701 -2.145 -2.134 -0.1986 0.0725 0.2005
C 3.042 -0.168 -0.756 0.1001 -0.2323 0.0023
C 2.958 1.350 -0.634 0.4497 -0.0867 0.3612
S 1.311 1.965 -1.085 -0.2664 -0.2508 -0.8950
C 1.570 3.358 -2.219 0.3964 0.1028 0.0910
S 0.503 2.808 0.700 0.1756 0.0940 0.9036
O 1.538 3.154 1.595 0.1772 0.1297 -0.2025
O -0.555 1.945 1.037 -0.1587 -0.0570 -0.2569
F -0.091 4.112 0.115 0.0231 -0.0768 -0.1439
H -2.637 0.091 -1.137 -0.1289 0.0045 -0.2362
H -2.791 -1.461 -0.344 -0.0096 0.0247 0.0277
H -2.882 -1.396 -2.098 -0.0086 0.1119 -0.0786
H 0.474 -2.764 -0.706 -0.0348 -0.1112 0.1280
H 0.291 -1.404 0.390 -0.0749 -0.0959 0.1707
H -0.995 -2.604 0.307 0.0586 -0.1630 -0.0309
H -0.518 0.412 -2.606 -0.6337 -0.4290 -0.8555
H 0.565 -1.278 -4.108 -0.0130 -0.0987 0.0060
H 1.148 -2.181 -2.727 0.1465 -0.0170 -0.1100
H 2.022 0.738 -3.223 -0.0470 0.0113 -0.0327
H 2.686 -0.540 -4.173 0.0168 0.1766 -0.0347
H 4.250 -0.141 -2.509 -0.0416 0.1217 0.0553
H 3.924 -2.517 -3.133 0.0471 -0.0288 0.0092
H 2.884 -2.738 -1.721 0.0046 -0.0397 -0.0388
H 4.559 -2.308 -1.482 0.0899 -0.0230 -0.1105
H 3.866 -0.473 -0.105 -0.0685 0.0307 0.1154
H 2.144 -0.656 -0.367 -0.0095 0.0839 0.0627
H 3.662 1.829 -1.317 -0.1265 0.1312 -0.0495
H 3.189 1.698 0.374 -0.1914 0.0770 0.0200
H 0.901 3.215 -3.062 -0.1740 0.0381 0.1116
H 2.598 3.299 -2.568 0.0082 -0.0572 0.0189
H 1.417 4.303 -1.708 -0.0990 0.0379 -0.0603
C -2.730 1.051 3.342 0.0200 -0.0901 0.1783
C -3.596 -0.165 3.054 -0.1004 0.1002 -0.0023
O -2.941 -1.400 3.276 0.0683 -0.0456 -0.1635
C -2.508 -1.640 4.605 0.0231 -0.0476 0.1239
C -3.633 -1.667 5.625 -0.0792 0.1023 -0.0770
H -1.794 0.977 2.793 0.0021 0.0035 -0.0192
H -3.248 1.962 3.039 -0.0058 -0.0081 -0.0253
H -2.488 1.143 4.402 -0.0668 0.0220 0.0105
H -3.872 -0.164 1.999 0.0100 -0.0959 -0.0073
H -4.531 -0.119 3.623 0.0207 0.0351 0.0288
H -1.742 -0.912 4.896 -0.0305 0.0288 0.0060
H -2.020 -2.614 4.574 -0.0100 -0.0053 -0.0670
H -4.099 -0.687 5.746 0.0301 0.0080 0.0393
H -3.248 -1.971 6.598 0.0100 -0.0223 -0.0055
H -4.409 -2.369 5.319 0.0250 -0.0399 0.0182
C 1.893 1.914 -7.931 0.1250 -0.0460 -0.0231
C 2.119 2.188 -6.455 -0.0895 0.0518 -0.0568
O 3.145 1.403 -5.869 -0.0233 0.0136 0.1955
C 4.444 1.570 -6.423 0.1271 0.0011 -0.0464
C 4.991 2.980 -6.299 -0.1593 0.0540 -0.0152
H 1.731 0.849 -8.100 -0.0450 0.0020 0.0124
H 1.020 2.462 -8.284 -0.0132 -0.0022 0.0121
H 2.745 2.221 -8.537 -0.0234 0.0491 -0.0072
H 1.213 1.937 -5.898 0.0351 -0.0517 0.0332
H 2.310 3.256 -6.289 0.0285 -0.0005 -0.0349
H 4.460 1.240 -7.466 -0.0203 0.0341 -0.0123
H 5.081 0.881 -5.867 -0.0573 -0.0342 0.0267
H 4.429 3.692 -6.905 0.0356 -0.0038 -0.0364
H 6.027 3.010 -6.634 0.0128 -0.0133 0.0173
H 4.949 3.320 -5.261 0.0555 -0.0217 0.0110
C -9.032 1.270 2.841 0.1337 -0.0568 -0.0149
C -9.687 0.215 1.965 -0.0787 0.0359 0.0774
O -8.818 -0.357 1.003 0.0111 0.0196 -0.1231
C -7.689 -1.034 1.519 0.0956 -0.0772 0.0545
C -8.029 -2.219 2.408 -0.1027 0.0734 0.0794
H -8.554 2.033 2.225 -0.0430 0.0241 -0.0079
H -9.780 1.748 3.474 -0.0150 0.0048 -0.0124
H -8.269 0.842 3.494 -0.0388 -0.0053 0.0396
H -10.493 0.669 1.388 0.0249 -0.0233 -0.0566
H -10.144 -0.566 2.583 0.0282 0.0004 0.0222
H -7.029 -0.334 2.046 -0.0105 -0.0207 0.0434
H -7.138 -1.389 0.647 -0.0548 0.0570 -0.0617
H -8.513 -1.907 3.335 0.0413 -0.0014 0.0219
H -7.121 -2.760 2.675 0.0096 -0.0056 -0.0257
H -8.707 -2.900 1.892 0.0369 -0.0218 -0.0264
C 4.929 0.484 4.347 0.0954 -0.0623 -0.0083
C 4.129 -0.655 3.735 -0.0040 0.0925 0.0707
O 4.875 -1.469 2.847 -0.0834 0.0664 -0.1845
C 5.993 -2.137 3.415 0.1057 -0.0987 0.0398
C 5.633 -3.096 4.535 -0.1281 0.0901 0.0412
H 5.415 1.073 3.567 -0.0297 0.0215 -0.0052
H 4.273 1.136 4.923 -0.0124 0.0011 -0.0061
H 5.707 0.120 5.018 -0.0317 0.0075 0.0420
H 3.315 -0.241 3.135 -0.0039 -0.0683 -0.0471
H 3.665 -1.262 4.519 0.0216 -0.0025 0.0131
H 6.741 -1.412 3.753 -0.0261 0.0128 0.0301
H 6.442 -2.691 2.591 -0.0469 0.0301 -0.0480
H 5.251 -2.574 5.414 0.0501 -0.0021 0.0221
H 6.514 -3.658 4.843 0.0086 -0.0089 -0.0198
H 4.866 -3.799 4.206 0.0358 -0.0321 -0.0225
```
Positions in Å, forces in eV/Å.

## Properties
DFT total energy = -65666.7633 eV
Charge = +1
LUMO = -0.155 Ha
Spin multiplicity = 1

The following is a DFT calculation (ωB97M-V/def2-TZVPD) of 12 unconnected molecules or ions with the total composition C48H132N12O12 at a distorted geometry.

Geometry as XYZ:
```
204
Properties=species:S:1:pos:R:3:forces:R:3
C 14.589 -0.706 -22.332 0.1427 -0.4547 0.5923
O 15.015 -2.018 -22.611 -0.4540 0.0347 -0.1015
C 15.429 -2.802 -21.500 -0.7237 -0.1466 -0.5052
C 16.930 -2.790 -21.315 1.0082 -0.9761 0.8369
C 17.693 -2.915 -22.627 -0.7156 -0.2232 0.3735
N 17.346 -3.930 -20.440 -0.0881 0.4791 -0.4238
H 13.883 -0.750 -21.490 0.2362 0.3692 0.1719
H 14.028 -0.309 -23.173 0.3549 0.0688 -0.2386
H 15.471 -0.091 -22.124 -0.3087 0.3732 0.1575
H 14.883 -2.598 -20.563 0.1408 0.6057 -0.1570
H 15.043 -3.799 -21.757 0.6674 -0.1878 -0.0268
H 17.333 -1.912 -20.799 -0.5861 0.2533 -0.0577
H 17.591 -2.002 -23.202 0.2058 0.0184 -0.1618
H 17.238 -3.732 -23.194 0.2351 -0.0073 -0.1818
H 18.724 -3.149 -22.374 0.1418 0.1111 -0.2632
H 17.438 -4.766 -21.007 -0.1616 -0.0579 0.1310
H 16.662 -4.101 -19.712 0.0319 -0.0796 -0.0045
C 14.616 3.310 -30.259 1.2583 0.1547 -1.3074
O 13.507 4.084 -29.938 0.2034 0.4325 -0.1771
C 12.573 3.334 -29.207 0.2652 -0.0805 0.4467
C 11.353 4.192 -28.918 -0.8641 -0.2136 -0.6326
C 10.217 3.305 -28.417 0.7194 0.3922 2.2070
N 10.893 4.936 -30.096 0.3075 -0.1053 -0.1959
H 15.169 2.967 -29.379 -0.3025 -0.4191 0.0272
H 15.355 3.873 -30.852 -0.4015 0.5308 0.4340
H 14.382 2.525 -30.997 -0.2851 -0.4157 0.7379
H 12.333 2.423 -29.774 -0.2797 0.0285 0.0233
H 13.050 3.026 -28.264 -0.1822 -0.1612 0.0347
H 11.591 4.911 -28.131 0.1169 0.0637 -0.0933
H 10.536 2.976 -27.410 0.2944 -0.6488 -0.4760
H 10.009 2.433 -29.031 -0.2925 0.1406 -0.1513
H 9.359 3.875 -28.051 -0.3627 0.0862 -1.0831
H 11.710 5.328 -30.560 -0.1090 0.0991 0.0889
H 10.523 4.265 -30.768 -0.1154 0.0888 0.0971
C 5.314 2.103 -22.524 -0.1454 -0.4539 0.4110
O 4.295 1.667 -23.401 0.4042 -0.2734 -0.0249
C 3.017 1.742 -22.802 0.5714 0.6434 0.0073
C 2.013 1.148 -23.744 -0.8458 -0.0285 0.4867
C 0.604 1.316 -23.201 -0.1914 0.2990 0.3312
N 2.259 -0.271 -23.934 0.3673 -0.5223 -0.4365
H 5.157 3.144 -22.214 0.1875 0.0226 -0.2921
H 6.274 1.930 -23.003 0.0132 0.3513 -0.1394
H 5.334 1.504 -21.597 -0.1663 0.0095 -0.1622
H 3.025 1.178 -21.858 -0.1272 0.0544 0.0333
H 2.840 2.807 -22.591 -0.3957 -0.1096 0.0887
H 2.009 1.678 -24.701 0.4360 -0.0503 -0.0507
H 0.315 2.363 -23.095 0.0907 0.0280 -0.2596
H 0.503 0.897 -22.195 0.0307 -0.2634 -0.1341
H -0.090 0.832 -23.887 -0.1439 -0.0284 0.1300
H 1.623 -0.878 -23.437 -0.1387 0.1853 0.0788
H 3.202 -0.551 -23.692 0.0342 0.1898 -0.0353
C 11.363 6.123 -19.598 -0.5466 0.4191 -0.1534
O 10.537 5.231 -20.300 0.1310 -0.9311 0.2253
C 9.241 5.127 -19.728 0.5095 0.6237 -0.6481
C 8.468 4.030 -20.435 -0.0261 -1.2631 -0.4256
C 7.035 3.982 -19.939 -0.8674 1.5359 -0.0737
N 8.937 2.636 -20.347 0.5385 -0.6816 1.0742
H 12.337 6.106 -20.076 0.0188 0.1396 -0.0079
H 11.468 5.894 -18.530 -0.0044 -0.2650 -0.0561
H 10.897 7.114 -19.666 0.4323 0.2202 0.0657
H 9.323 5.021 -18.639 -0.1411 -0.3634 -0.0107
H 8.753 6.096 -19.932 -0.2800 -0.1302 0.2342
H 8.453 4.248 -21.510 0.0848 0.3031 0.1037
H 6.458 4.870 -20.248 0.3519 0.0505 -0.0745
H 6.981 4.052 -18.848 0.0261 -0.6378 -0.0107
H 6.461 3.166 -20.370 0.3549 -0.3580 0.4067
H 9.908 2.382 -20.558 -0.1332 1.0304 -0.4204
H 8.949 2.318 -19.369 -0.4423 0.5492 -0.4987
C 12.679 -5.987 -22.969 -0.3599 -0.5728 -0.0180
O 12.056 -5.182 -23.950 -0.1602 -0.2345 0.2779
C 12.695 -3.921 -24.044 1.0276 -1.2057 0.2557
C 11.993 -3.040 -25.005 -0.1749 2.1459 -0.4215
C 11.945 -3.595 -26.395 -0.1188 -0.2376 -1.2053
N 12.732 -1.740 -25.096 0.2237 -0.3941 0.0285
H 12.209 -5.809 -21.993 0.4172 0.1771 0.0623
H 13.771 -5.876 -22.945 -0.1101 0.3943 0.1173
H 12.528 -7.050 -23.186 -0.2914 0.2103 -0.2575
H 12.872 -3.486 -23.053 -0.3657 0.1931 -0.0113
H 13.694 -4.160 -24.444 0.1337 0.5613 -0.0187
H 10.995 -2.710 -24.687 -0.2298 -1.0123 0.2488
H 11.303 -4.467 -26.522 -0.0843 0.0339 0.2154
H 12.926 -3.854 -26.803 0.1507 -0.0646 0.4838
H 11.608 -2.818 -27.087 -0.2474 -0.0545 0.1162
H 12.097 -1.046 -25.478 0.1014 0.0265 -0.0194
H 12.963 -1.423 -24.163 -0.0143 -0.0716 0.0071
C 8.392 0.735 -17.838 0.4212 -0.5370 -0.4733
O 9.571 1.518 -17.704 -1.0210 -0.4151 0.2253
C 9.696 2.028 -16.407 0.3293 0.3758 0.4507
C 11.023 2.747 -16.350 0.9188 -0.1730 1.0296
C 12.131 1.839 -16.874 0.0724 0.1801 -0.7263
N 11.332 3.053 -14.941 -0.1198 -0.0469 0.2404
H 7.495 1.356 -17.900 -0.0652 -0.0255 0.2930
H 8.338 -0.027 -17.055 -0.1874 0.2646 0.2186
H 8.478 0.181 -18.775 -0.0065 0.1831 -0.0705
H 8.891 2.717 -16.101 -0.1403 -0.0468 -0.4171
H 9.690 1.224 -15.657 0.1253 -0.1105 -0.1242
H 11.001 3.667 -16.941 -0.2271 -0.0664 -0.2581
H 13.106 2.332 -16.856 -0.0679 0.0665 0.0938
H 11.902 1.580 -17.912 0.1591 -0.0140 0.0448
H 12.226 0.914 -16.305 -0.1876 0.0614 0.1767
H 11.981 3.822 -14.840 0.0353 -0.0379 -0.1305
H 10.528 3.265 -14.361 -0.1133 0.0564 -0.2462
C 9.803 2.205 -24.552 -0.7422 -0.0426 0.1919
O 10.909 1.359 -24.353 0.1856 0.4950 -0.3967
C 11.132 1.152 -22.965 0.0642 -1.2219 -0.6347
C 11.720 2.341 -22.246 0.4332 2.1319 0.7391
C 12.928 3.013 -22.889 1.0178 -0.0036 -0.7376
N 12.036 2.087 -20.826 0.2437 -1.4937 -0.3179
H 9.562 2.389 -25.598 0.5499 -0.2140 -0.1778
H 9.951 3.173 -24.070 -0.1180 0.0124 0.0155
H 8.904 1.711 -24.146 0.0161 0.2718 0.2205
H 10.171 0.825 -22.550 0.1695 0.1956 0.5173
H 11.791 0.277 -22.982 0.1535 0.1515 0.4704
H 10.961 3.132 -22.216 -0.1606 -0.1978 -0.0694
H 13.900 2.593 -22.581 -0.3587 -0.5732 -0.1192
H 13.074 4.051 -22.567 -0.6313 0.0013 -0.0285
H 12.911 2.997 -23.983 -0.1092 0.0579 0.0885
H 12.739 1.340 -20.856 -0.3546 -0.0992 0.2288
H 12.585 2.848 -20.442 -0.3893 0.4555 -0.1179
C 7.664 4.839 -25.184 -0.8390 1.2756 0.7815
O 7.015 4.327 -26.315 0.6611 -0.0927 -0.1042
C 5.971 3.473 -25.958 -0.1461 -0.8762 1.0810
C 5.152 2.979 -27.151 -0.0329 0.5474 0.0207
C 5.128 4.045 -28.241 -0.4281 0.7625 0.1845
N 3.798 2.731 -26.647 -0.0545 0.1485 0.3253
H 7.904 4.116 -24.395 0.1897 -0.3299 -0.4180
H 6.989 5.561 -24.679 0.0431 -0.2059 -0.0889
H 8.523 5.447 -25.460 0.2210 -0.4169 -0.2854
H 6.380 2.596 -25.412 0.0935 0.0112 -0.2803
H 5.333 3.917 -25.172 -0.1651 0.4472 -0.4946
H 5.665 2.076 -27.512 -0.2378 0.0113 -0.1541
H 6.126 4.403 -28.491 0.0317 -0.3766 -0.3326
H 4.612 4.939 -27.867 0.0304 -0.1980 0.2421
H 4.540 3.774 -29.120 0.3154 -0.3941 -0.0527
H 3.845 2.427 -25.679 0.0991 -0.0366 -0.0605
H 3.305 1.984 -27.121 0.3860 -0.1032 -0.2442
C 15.178 1.616 -19.113 0.4220 2.2355 1.0711
O 15.474 1.609 -17.701 -0.3456 -1.0330 -0.7653
C 16.854 1.596 -17.469 0.6522 -0.0569 0.2300
C 17.143 1.276 -16.018 0.6306 -0.4829 0.1860
C 16.542 2.285 -15.061 -0.6910 -1.1260 0.6071
N 18.611 1.099 -15.868 -0.4540 0.5266 -0.1398
H 14.107 1.505 -19.228 0.0145 -0.5103 -0.0130
H 15.812 1.023 -19.774 -0.1582 -0.6561 0.4451
H 15.413 2.658 -19.367 -0.1883 0.0352 -0.7082
H 17.342 0.819 -18.069 0.0545 0.1771 -0.1274
H 17.321 2.576 -17.677 -0.1311 -0.0842 -0.3276
H 16.721 0.285 -15.816 -0.1686 0.1310 0.0304
H 16.755 1.959 -14.038 0.3206 0.2730 -0.0105
H 15.455 2.160 -15.112 0.0074 0.6604 -0.2523
H 16.882 3.307 -15.211 -0.0920 0.0881 -0.1293
H 18.793 0.660 -14.973 0.0273 -0.0086 -0.0130
H 19.022 2.029 -15.807 0.1433 -0.1725 -0.0389
C 7.554 -1.768 -25.116 -0.0542 -0.8004 1.6904
O 6.487 -1.999 -25.981 0.5266 0.5160 -1.1988
C 5.530 -0.955 -25.948 -0.2590 -0.2127 1.6004
C 4.569 -1.138 -27.069 -1.3742 -1.3745 -0.6953
C 5.122 -0.928 -28.472 0.9049 1.4021 0.4557
N 3.357 -0.342 -26.899 0.5999 0.9436 -0.2063
H 8.348 -2.508 -25.227 0.0082 0.1373 -0.7760
H 7.233 -2.001 -24.080 -0.0939 0.5987 -0.0510
H 7.946 -0.752 -25.161 0.0697 0.0493 -0.0494
H 5.003 -1.119 -24.986 -0.2263 0.3806 -0.2339
H 5.933 0.068 -25.867 0.4024 -0.2010 -0.3885
H 4.265 -2.199 -26.995 0.3787 -0.0106 -0.0561
H 5.458 0.118 -28.561 -0.3497 0.0108 0.0403
H 4.355 -1.060 -29.230 0.0998 -0.3933 -0.1044
H 6.060 -1.454 -28.664 -0.4814 -0.6061 -0.0575
H 2.992 -0.241 -25.957 -0.0773 -0.5736 -0.1853
H 2.659 -0.601 -27.576 -0.2245 -0.0996 0.1879
C 9.332 -0.681 -27.746 0.2043 -0.0509 -0.0960
O 9.228 -0.764 -29.156 0.2148 0.5242 0.4350
C 8.819 -2.028 -29.586 -0.6741 -0.3785 -0.2470
C 8.500 -1.940 -31.066 0.4716 -0.0086 -0.9521
C 7.889 -3.207 -31.651 -0.9492 -0.2305 0.1955
N 9.685 -1.612 -31.861 -0.1891 -0.0915 -0.4252
H 9.957 -1.495 -27.353 -0.0514 0.0802 -0.0172
H 8.357 -0.743 -27.258 -0.0679 -0.0030 -0.2110
H 9.802 0.271 -27.497 -0.0240 0.0025 -0.0530
H 9.620 -2.771 -29.445 -0.0538 -0.0299 0.1404
H 7.925 -2.348 -29.029 0.1612 -0.0870 0.0443
H 7.793 -1.132 -31.277 -0.0482 0.0434 0.4887
H 7.020 -3.543 -31.068 0.3290 -0.0318 0.2420
H 8.577 -4.048 -31.758 0.1362 0.1311 0.1469
H 7.440 -3.016 -32.628 0.4263 0.1776 -0.1300
H 10.367 -2.359 -31.823 0.1070 0.1075 0.0912
H 10.111 -0.734 -31.602 0.0471 -0.0500 0.2421
C 16.005 7.136 -22.493 -0.5997 0.4429 -0.2411
O 16.175 6.451 -21.285 -0.1192 -0.9836 -0.1475
C 16.747 7.177 -20.258 0.9551 1.1766 0.8488
C 15.773 8.121 -19.566 -1.3552 0.4700 -0.0945
C 16.465 9.119 -18.645 0.5125 -0.4880 -0.4567
N 14.631 7.419 -18.896 1.1072 -0.8055 -0.4192
H 15.563 8.125 -22.321 0.0540 -0.0283 -0.1385
H 15.288 6.552 -23.067 0.0761 0.0223 -0.1651
H 16.920 7.266 -23.077 0.1770 -0.1414 0.1983
H 17.178 6.489 -19.526 -0.2191 -0.2688 0.0257
H 17.611 7.782 -20.588 -0.1331 -0.0977 -0.2989
H 15.263 8.697 -20.351 0.1849 -0.0151 0.0595
H 17.278 8.587 -18.135 -0.1815 0.2961 0.3985
H 15.776 9.601 -17.960 -0.0597 -0.2229 0.1931
H 16.931 9.910 -19.235 0.0521 -0.0667 -0.0312
H 15.042 6.753 -18.228 -0.1096 0.4201 0.1775
H 14.326 6.759 -19.619 -0.3194 0.2640 0.1164
```
Positions in Å, forces in eV/Å.

## Properties
DFT total energy = -94360.1262 eV
Relative energy (zero: lowest compared OMol25 entry of this formula, charge and spin) = 72.7 kcal per mole
SMILES string = COC[C@H](C)N.COC[C@H](C)N.COC[C@H](C)N.COC[C@H](C)N.COC[C@H](C)N.COC[C@H](C)N.COC[C@H](C)N.COC[C@H](C)N.COC[C@H](C)N.COC[C@H](C)N.COC[C@H](C)N.COC[C@H](C)N
Charge = 0
LUMO = 0.013 Ha
Spin multiplicity = 1

Q: Which value of spin multiplicity does entry 2 give?
A: 1